1.
Molecular formula: C27H49N6O2
Method: DFT, ωB97M-V with the def2-TZVPD basis set

Last column: Löwdin charge in e.
Cartesian coordinates (Å):
O  1.2248  0.3517  3.1934  0.028
O  -0.8652  -0.0388  2.3270  0.071
N  1.0793  -0.4108  -4.3881  0.138
N  -1.9450  4.0357  -7.1405  0.152
N  -1.7810  -5.0626  5.1522  0.161
N  -1.0239  5.4448  -2.0624  0.166
N  4.6158  -4.3448  3.0045  0.149
N  1.7229  -1.0446  -0.7684  0.052
C  3.1580  -2.5975  0.5497  -0.113
C  0.3285  -0.4170  2.3695  -0.376
C  0.5256  3.0269  -4.1068  -0.248
C  -2.5757  3.2205  -7.6536  -0.230
C  2.5931  -6.6191  4.7101  -0.258
C  2.1201  -1.3438  0.6419  -0.248
C  4.3191  -5.0413  3.8713  -0.203
C  0.1026  1.9188  -5.0712  -0.192
C  -2.2828  -1.6108  5.3970  -0.272
C  -0.0110  2.8272  -2.6951  -0.142
C  -4.8672  2.2981  -7.9557  -0.265
C  2.8497  -0.6058  -1.6624  -0.135
C  0.6533  0.6141  -4.6948  -0.209
C  -2.2926  5.7051  0.2122  -0.185
C  -3.3818  2.1777  -8.2964  -0.193
C  -2.8295  -1.7864  6.8086  -0.106
C  -2.7183  -2.7231  4.4429  -0.190
C  -1.5858  5.5621  -1.0645  -0.197
C  -2.1901  -4.0340  4.8354  -0.213
C  4.5415  -1.9494  -0.0159  -0.170
C  4.3115  -0.7071  -1.0137  -0.157
C  3.9230  -5.9150  4.9786  -0.184
C  0.8536  -1.7337  1.5912  -0.011
C  -1.4989  6.5273  1.2275  -0.262
C  -5.1597  2.0867  -6.4752  -0.113
C  -0.1891  5.8660  1.6388  -0.113
C  1.4210  -5.6510  4.5983  -0.129
H  -3.2533  6.1959  0.0308  0.122
H  1.7686  0.9525  2.6279  0.117
H  2.6697  0.5142  -1.8803  0.136
H  -0.3685  4.8767  2.0693  0.072
H  1.3392  -1.9212  -1.1788  0.184
H  -3.0095  1.1899  -8.0067  0.119
H  3.2871  -3.1400  1.5476  0.075
H  -3.9222  -1.8204  6.8035  0.080
H  -6.2348  2.1481  -6.2914  0.075
H  1.3145  -5.0581  5.5105  0.077
H  0.1559  3.9828  -4.4884  0.110
H  5.2654  -2.7381  -0.4234  0.123
H  2.7372  -1.1380  -2.6707  0.116
H  5.0388  -0.8639  -1.8971  0.131
H  -2.3627  -2.4860  3.4354  0.103
H  -2.5192  -0.9499  7.4390  0.076
H  -4.6739  2.8472  -5.8583  0.070
H  -1.1898  -1.5557  5.4380  0.108
H  0.0071  -2.2297  1.0099  0.139
H  2.3943  -7.3171  5.5286  0.115
H  -1.1025  2.7766  -2.6952  0.077
H  -2.1145  6.6686  2.1209  0.112
H  0.4911  -6.2006  4.4417  0.054
H  0.4490  2.1722  -6.0775  0.121
H  2.7726  -3.2777  -0.3003  0.132
H  0.2891  3.6590  -2.0591  0.035
H  -5.4199  1.5495  -8.5314  0.111
H  -2.4590  -2.7050  7.2704  0.074
H  -2.6356  -0.6532  5.0020  0.110
H  -3.2586  2.2544  -9.3807  0.121
H  1.5476  -4.9658  3.7548  0.053
H  -0.9892  1.8610  -5.1199  0.115
H  2.6487  -0.4878  1.1756  0.159
H  3.8603  -5.3351  5.9047  0.126
H  0.9305  -0.3752  -0.7373  0.183
H  0.4874  5.7534  0.7874  0.069
H  0.3771  1.9065  -2.2443  0.041
H  2.6587  -7.2138  3.7933  0.115
H  4.6185  0.2985  -0.5537  0.121
H  1.6178  3.0985  -4.0706  0.114
H  -1.2888  7.5229  0.8243  0.116
H  5.0604  -1.5159  0.9223  0.122
H  1.2347  -2.4465  2.4127  0.137
H  -5.2455  3.2786  -8.2613  0.116
H  -2.5175  4.7162  0.6243  0.121
H  -3.8105  -2.7647  4.3891  0.125
H  0.3208  6.4749  2.3889  0.075
H  -4.8145  1.1031  -6.1446  0.074
H  4.7016  -6.6682  5.1319  0.123

Cartesian forces (eV/Å) of the 2 atoms listed first:
O -0.361 -1.176 -2.071
O 4.432 -1.840 -0.027

DFT total energy: -41820.933 eV
HOMO energy: -13.33 eV
ΔE to the lowest compared entry with this formula, charge and spin: 154.12 kJ/mol
F_max: 4.8 eV Å⁻¹
orbital gap: 10.5 eV
charge: +1
E_LUMO: -0.103 hartree

=====

2.
Molecular formula: C3H8BrNOS
Method: DFT, ωB97M-V with the def2-TZVPD basis set

Last column: Löwdin charge in e.
Cartesian coordinates (Å):
Br  0.0478  -1.8631  -2.8497  0.235
S  -1.0960  -1.6785  0.2194  0.841
O  -2.3894  -1.0398  0.5576  -0.511
N  -0.2489  -1.5665  1.7119  -0.189
C  -0.2451  -0.4230  -0.8806  -0.645
C  -1.0935  0.7848  -1.2914  -0.128
C  1.1447  -0.1048  -0.2839  -0.140
H  0.0019  -2.4547  2.0871  0.037
H  -2.0786  0.4579  -1.5722  0.068
H  -1.0067  1.6933  -0.7135  0.089
H  -0.7945  -1.0745  2.4098  0.060
H  0.9437  0.7109  0.3443  0.062
H  1.3277  -0.9503  0.3365  0.026
H  -0.6105  1.1096  -2.2274  0.081
H  2.0182  0.2543  -0.9034  0.114

Cartesian forces (eV/Å) of the 2 atoms listed first:
Br -0.359 1.646 2.184
S -0.790 -0.115 0.980

DFT total energy: -87653.770 eV
HOMO energy: -9.49 eV
ΔE to the lowest compared entry with this formula, charge and spin: 131.44 kJ/mol
F_max: 2.8 eV Å⁻¹
orbital gap: 8.5 eV
E_LUMO: -0.036 hartree

=====

- Among the records above, which one has the lowest HOMO energy?
  C27H49N6O2